DFT (ωB97M-V/def2-TZVPD) results for a molecular structure, C46H47AsN5PbS at a distorted geometry.

XYZ file:
```
101
Properties=species:S:1:pos:R:3:forces:R:3
Pb 0.533470 -0.814265 0.605237 0.05 0.02 -0.35
C 2.092761 -1.833447 -3.444350 0.61 -0.44 -0.21
C 2.042210 -3.228187 -2.832730 0.22 -0.20 0.30
C 1.353691 -3.273636 -1.466678 -0.17 0.22 -0.26
N 1.967037 -2.666408 -0.251627 -1.82 0.22 -1.65
C 2.485090 -3.456270 0.603956 0.92 0.16 3.15
C 3.008162 -4.754652 0.309441 0.04 0.80 -0.63
C 3.685935 -5.741268 0.977147 -0.39 0.84 -0.15
C 3.882530 -5.853987 2.366233 1.00 -2.92 -1.45
C 3.456014 -4.979867 3.297583 -0.32 2.05 -0.29
C 2.965805 -3.670907 3.152250 -0.64 -0.86 -0.46
C 2.550896 -2.882513 2.031376 0.16 -0.36 0.63
N 2.101045 -1.656984 2.244543 -0.08 0.01 -0.26
C 2.134834 -1.121001 3.613321 0.84 0.44 -0.81
C 2.181553 0.415971 3.673584 -1.44 -0.08 -0.13
C 0.984787 1.177257 3.071385 -0.85 -0.63 0.36
N 1.085237 1.258439 1.639051 0.15 0.40 -0.24
C 1.586219 2.264017 0.949266 0.06 -1.36 0.76
C 2.143982 3.428151 1.519123 0.12 -0.24 1.67
C 2.486721 4.638268 1.028634 0.33 1.99 -2.36
C 2.368997 5.110025 -0.314467 -0.40 0.01 1.17
C 1.895489 4.331466 -1.370914 0.17 1.58 -1.56
C 1.631009 2.994717 -1.480256 0.14 -1.12 0.27
C 1.744679 1.936920 -0.487623 -0.23 0.39 -0.85
N 1.863097 0.660729 -0.783314 -0.13 0.56 0.05
C 1.975630 0.348998 -2.201962 0.39 1.03 0.19
C 2.821078 -0.865232 -2.499238 -0.16 -0.28 -0.53
H 2.576664 -1.874095 -4.463974 -0.57 0.09 0.96
H 1.067146 -1.470864 -3.541710 -0.05 -0.21 -0.35
H 1.459977 -3.880939 -3.470433 -0.27 -0.24 -0.24
H 3.007972 -3.702002 -2.745015 0.73 0.06 -0.18
H 0.420331 -2.779879 -1.720123 -0.44 0.45 0.73
H 1.054714 -4.291007 -1.230695 0.09 -0.27 0.00
H 2.980985 -4.809164 -0.759196 0.22 -0.79 -0.52
H 4.080615 -6.473953 0.262099 -0.02 -0.12 0.77
H 4.353811 -6.834646 2.635572 -0.45 1.10 0.24
H 3.539369 -5.205535 4.327856 0.29 -0.71 0.89
H 2.659837 -3.301176 4.117646 0.06 0.30 -0.07
H 1.317005 -1.510748 4.228754 -0.16 -0.02 -0.02
H 3.074012 -1.449499 4.073564 -0.12 0.02 0.16
H 2.203791 0.690411 4.738769 0.58 0.05 -0.29
H 2.966972 0.804661 3.054603 1.23 -0.02 0.35
H 0.061361 0.612237 3.344322 0.25 0.25 -0.35
H 0.858585 2.132209 3.568164 0.13 0.48 0.01
H 2.354985 3.436154 2.591397 -0.41 -0.74 -0.10
H 2.880133 5.378166 1.749264 -0.22 -0.50 -0.37
H 2.516279 6.182769 -0.478616 0.13 -0.47 -0.04
H 1.766636 4.865838 -2.388592 0.15 -0.63 1.81
H 1.360572 2.702267 -2.497945 -0.02 -0.07 0.61
H 0.946416 0.211519 -2.546281 0.02 0.19 -0.42
H 2.468405 1.212568 -2.696232 -0.59 -0.45 -0.01
H 3.731219 -0.553485 -2.992252 0.47 0.12 0.16
H 3.059636 -1.354630 -1.563519 0.26 -0.04 0.01
S -1.660075 -1.161010 -2.154930 -0.21 0.15 -0.02
C -3.165932 -0.243256 -2.036871 -0.21 -1.10 -0.62
C -4.380925 -0.857240 -2.483089 1.19 0.20 -0.12
C -5.579622 -0.194259 -2.513896 1.16 0.31 1.00
C -5.596473 1.153046 -2.126696 -1.15 -0.20 0.02
C -4.426891 1.759328 -1.709328 -1.10 -0.53 0.00
C -3.247416 1.063327 -1.563148 0.59 0.06 -0.41
As -1.623580 1.926731 -0.939527 0.07 0.29 -0.27
C -2.325513 2.953809 0.579129 1.21 -0.20 -0.48
C -3.293853 2.410506 1.372277 -1.46 -1.05 0.10
C -3.581131 2.901954 2.636618 -1.27 -0.29 0.27
C -2.978246 4.055104 3.102698 2.00 -0.43 -1.10
C -1.902426 4.578474 2.342435 0.00 -1.13 -1.11
C -1.543415 3.978414 1.098416 -0.67 1.35 0.90
C -1.557552 3.371990 -2.291560 0.13 -1.96 -0.93
C -1.114029 3.048077 -3.584696 0.89 -1.65 0.07
C -0.845881 3.981015 -4.570269 -0.33 0.18 -0.24
C -1.165336 5.301887 -4.276828 -0.12 0.06 0.13
C -1.807855 5.576405 -3.087250 0.47 0.65 -0.54
C -1.977952 4.632581 -2.106205 -0.84 1.33 1.14
H -4.341242 -1.870287 -2.869277 0.17 -0.03 0.27
H -6.394299 -0.858869 -2.656590 -1.21 0.23 -0.53
H -6.553664 1.691886 -2.047861 0.56 -0.14 -0.25
H -4.511253 2.773878 -1.430220 0.19 1.10 0.39
H -3.899545 1.575739 0.973084 0.45 0.36 0.38
H -4.356105 2.364939 3.224551 0.59 0.59 -0.33
H -3.126500 4.391700 4.094241 -0.40 0.50 0.77
H -1.251619 5.363964 2.692996 -0.20 0.27 0.25
H -0.740731 4.402170 0.481838 -0.06 -0.18 0.49
H -0.894596 1.981428 -3.772513 -0.05 0.54 -0.04
H -0.479039 3.721224 -5.575145 -0.04 -0.10 0.71
H -0.936533 6.130961 -4.927239 -0.05 -0.05 -0.37
H -2.126200 6.577002 -2.917230 -0.23 0.71 0.24
H -2.457637 4.918244 -1.177357 0.04 0.09 0.03
N -2.864134 -1.964339 0.901638 1.08 0.05 -0.37
C -2.091197 -3.114215 1.248547 -1.01 -0.08 -1.23
C -1.862585 -4.167616 0.303181 0.34 1.14 -0.05
C -1.170369 -5.298474 0.698813 0.80 -0.73 0.37
C -0.665045 -5.441412 2.004906 -1.06 1.01 -0.24
C -0.912493 -4.388493 2.908012 0.82 -1.80 -0.03
C -1.633924 -3.278308 2.549028 0.16 1.23 0.19
H -2.730919 -1.701541 -0.119149 -0.08 -0.26 1.50
H -2.676813 -1.157107 1.538400 -0.22 -0.99 -0.95
H -2.042613 -3.996992 -0.773772 -0.33 -0.06 0.77
H -0.921029 -6.106823 -0.012047 -0.35 0.62 0.20
H -0.150014 -6.342859 2.313495 0.11 0.17 -0.04
H -0.481868 -4.540081 3.893408 -0.20 0.46 0.11
H -1.749314 -2.406074 3.218588 0.00 -0.70 -0.11
```
Forces are in eV/Å.

highest occupied orbital energy = -4.22 eV
maximum force = 3.4 eV Å⁻¹
spin multiplicity = 1
gap between HOMO and LUMO = 6.723 eV
total charge = -1

***

DFT (ωB97M-V/def2-TZVPD) results for a molecular structure, C46H47BrI2N6O2W.

XYZ file:
```
105
Properties=species:S:1:pos:R:3:forces:R:3
W -0.018395 0.273118 0.428673 0.84 0.46 -0.09
C -3.281133 2.433254 -1.565843 -0.01 -0.03 -0.09
C -2.411553 1.409666 -1.180298 -0.18 0.13 -0.13
N -1.786599 1.430392 -0.018613 0.00 -0.28 0.16
C -1.963136 2.489646 0.818524 0.05 0.03 0.04
C -2.771386 3.580094 0.485137 -0.06 0.01 0.04
C -3.454616 3.515800 -0.746464 -0.10 0.10 -0.06
C -2.829702 4.669373 1.386874 -0.04 0.03 -0.07
C -2.075626 4.638522 2.523078 0.06 0.00 0.10
C -1.250902 3.533415 2.848385 -0.04 0.16 -0.01
C -1.219511 2.444253 2.016553 0.02 -0.11 0.07
N -0.513721 1.234159 2.146230 0.11 -0.03 -0.17
C -0.296955 0.574336 3.369480 -0.13 -0.08 0.00
C -0.231342 1.100850 4.633573 -0.03 0.08 0.12
C 0.038818 0.265825 5.744746 -0.01 0.09 0.03
C 0.244954 -1.074185 5.607952 0.01 -0.04 0.01
C 0.179597 -1.649821 4.316723 -0.13 -0.09 0.03
C 0.347338 -3.022787 4.051727 0.04 -0.10 0.07
C 0.248677 -3.490790 2.766687 0.00 -0.04 -0.05
C 0.008959 -2.587497 1.728113 0.00 -0.31 0.02
N -0.155066 -1.296371 1.947104 0.02 0.38 -0.07
C -0.094118 -0.819687 3.220900 0.01 0.22 0.13
H -3.783020 2.357237 -2.519937 0.00 0.02 0.01
H -2.200898 0.580227 -1.836574 0.00 -0.05 -0.06
H -4.103376 4.332865 -1.040340 0.02 -0.03 0.01
H -3.454912 5.522316 1.153057 0.02 -0.04 0.01
H -2.096914 5.478480 3.205965 -0.01 -0.02 -0.02
H -0.634993 3.602739 3.731778 -0.04 -0.04 0.01
H -0.357613 2.153344 4.826334 0.02 -0.11 0.00
H 0.084380 0.724849 6.724359 0.00 -0.01 -0.04
H 0.452583 -1.703919 6.464790 -0.02 0.04 -0.05
H 0.549947 -3.702142 4.872201 -0.01 0.03 -0.03
H 0.360093 -4.540509 2.533241 0.00 0.02 0.03
H -0.046418 -2.930974 0.704872 0.00 -0.03 -0.07
C 0.693833 -6.441407 -3.616277 0.04 -0.03 0.00
C -0.236039 -5.380703 -4.224753 0.00 0.02 0.02
C 0.400429 -4.810774 -5.502225 0.03 0.01 -0.04
C -1.563098 -6.043361 -4.592448 -0.06 -0.02 -0.01
C -0.418632 -4.244784 -3.220632 0.05 -0.01 -0.02
C 0.705551 -3.518777 -2.806766 0.04 -0.08 -0.03
C 0.527348 -2.462637 -1.955633 -0.19 -0.12 -0.07
Br 1.983791 -1.412295 -1.390092 0.07 0.12 0.09
C -0.737946 -2.099830 -1.472632 0.23 0.38 -0.03
O -0.751706 -0.943449 -0.735753 -0.56 -0.28 0.04
C -1.870906 -2.844878 -1.784729 -0.03 -0.14 -0.07
C -1.651873 -3.895039 -2.691409 -0.08 0.04 0.08
C -3.300357 -2.600032 -1.268895 0.05 -0.01 -0.05
C -3.980822 -3.940474 -0.937339 0.03 -0.01 0.01
C -4.093619 -1.885860 -2.373390 -0.03 0.02 -0.03
C -3.364036 -1.766897 0.014776 -0.07 0.10 -0.03
H 0.836138 -7.257753 -4.327858 -0.01 0.05 0.04
H 0.269838 -6.860417 -2.700424 0.01 0.02 -0.04
H 1.680496 -6.033828 -3.382429 -0.05 -0.02 -0.01
H 0.522146 -5.607545 -6.238918 -0.01 0.04 0.04
H 1.389239 -4.385556 -5.313783 -0.06 -0.02 -0.01
H -0.226793 -4.032796 -5.944597 0.01 -0.03 0.03
H -1.378609 -6.831553 -5.323739 -0.01 0.03 0.03
H -2.263358 -5.335352 -5.044267 0.04 -0.03 0.01
H -2.043778 -6.508545 -3.727427 0.03 0.02 -0.03
H 1.695929 -3.768392 -3.164628 -0.04 0.02 0.01
H -2.512377 -4.464950 -3.002119 -0.01 -0.02 0.01
H -4.078655 -4.603869 -1.793932 0.00 0.02 -0.02
H -4.989553 -3.742547 -0.570094 0.04 -0.01 -0.02
H -3.436856 -4.473816 -0.153219 -0.01 0.02 -0.04
H -4.179425 -2.505178 -3.268861 0.03 0.03 0.04
H -3.613055 -0.946895 -2.663802 -0.03 -0.05 -0.01
H -5.103126 -1.659578 -2.020965 0.05 -0.02 -0.02
H -2.723460 -2.173739 0.795939 0.08 -0.06 0.08
H -4.387793 -1.789295 0.391239 0.02 0.00 -0.01
H -3.102165 -0.724202 -0.142247 -0.03 -0.08 0.03
I 1.072739 2.265274 -1.021526 -0.08 -0.18 0.14
C -0.250806 1.733776 -5.292691 0.01 0.12 -0.07
I -0.440100 -0.077522 -4.390150 -0.05 -0.05 0.01
H 0.719942 1.997747 -5.684596 -0.11 -0.01 0.04
H -1.149077 2.287754 -5.521097 0.11 -0.06 0.02
C 4.052537 5.648667 -2.259715 -0.01 0.00 0.01
C 3.553138 5.347261 -0.871678 0.03 0.03 -0.03
C 2.283225 5.734499 -0.458282 -0.06 0.02 0.01
C 1.820953 5.434849 0.813292 -0.05 0.00 -0.04
C 2.627920 4.754750 1.717805 -0.04 0.01 0.13
N 2.047207 4.521970 3.005672 0.28 -0.16 -0.02
C 2.324574 3.684293 4.038675 -0.15 -0.09 -0.20
O 1.661106 3.678865 5.056771 0.11 0.15 -0.02
N 3.414981 2.773200 3.885877 0.01 0.12 -0.25
C 3.264376 1.618019 3.121910 -0.01 0.13 0.02
C 4.092302 0.516863 3.323164 0.08 -0.04 0.11
C 3.848973 -0.642734 2.616970 0.10 -0.08 0.05
C 2.779082 -0.703182 1.748113 0.06 -0.02 -0.04
N 2.001856 0.361715 1.519560 -0.14 -0.05 -0.03
C 2.267227 1.507340 2.163955 0.02 -0.06 0.04
C 3.916177 4.390624 1.337404 -0.12 -0.03 -0.01
C 4.352393 4.677582 0.050674 0.05 -0.02 0.03
H 3.452425 6.423459 -2.736619 0.01 -0.03 0.03
H 4.014064 4.758998 -2.893877 -0.01 0.02 0.04
H 5.088360 5.988171 -2.241095 -0.02 -0.01 0.01
H 1.640338 6.280938 -1.140547 0.03 -0.03 0.04
H 0.819616 5.735023 1.108104 0.03 0.00 -0.02
H 1.255425 5.107947 3.218843 -0.05 0.07 0.00
H 3.829809 2.596698 4.788503 0.01 -0.03 0.13
H 4.897041 0.562184 4.049290 -0.03 0.01 -0.06
H 4.467444 -1.518932 2.758559 -0.02 0.04 0.00
H 2.536576 -1.616327 1.230365 0.00 -0.04 0.02
H 1.611523 2.335711 1.961687 0.00 0.08 -0.05
H 4.585535 3.912080 2.033373 0.03 -0.03 0.06
H 5.360974 4.393367 -0.231347 -0.05 0.01 0.02
```
Forces are in eV/Å.

highest occupied orbital energy (alpha / beta) = -12.30 / -12.73 eV
ΔE to the lowest compared entry with this formula, charge and spin = 23.6 kcal per mole
maximum force = 1.0 eV Å⁻¹
spin multiplicity = 3
gap between HOMO and LUMO (alpha / beta) = 5.136 / 5.742 eV
total charge = +2

***

> What is the total charge in the second record?

+2